C27H29N3O4PdS3 | wB97M-V/def2-TZVPD

```
67
Properties=species:S:1:pos:R:3:forces:R:3:nbo_charge:R:1
Pd 0.884 0.713 -2.475 -0.129 -0.098 0.204 1.10
N 4.239 3.042 -2.891 0.022 -0.058 -0.007 -0.74
C 3.048 2.507 -2.702 0.011 0.122 0.022 0.71
O 2.870 1.268 -2.840 -0.096 -0.104 0.001 -0.67
C 1.878 3.348 -2.298 -0.023 -0.132 0.022 -0.56
C 0.631 2.659 -2.822 -0.010 0.134 -0.035 -0.38
H 5.022 2.455 -3.137 0.003 0.009 0.001 0.43
H 4.392 4.032 -2.796 -0.006 0.005 -0.002 0.43
H 1.960 4.379 -2.646 -0.006 0.009 -0.023 0.26
H 1.866 3.363 -1.204 0.006 0.015 0.014 0.28
H 0.538 2.711 -3.908 -0.018 -0.033 -0.023 0.22
H -0.287 2.979 -2.338 -0.013 -0.018 0.027 0.22
O -1.990 -3.528 -0.799 0.032 -0.120 0.086 -0.65
C -2.872 -2.517 -0.849 0.017 0.198 -0.109 0.38
C -4.098 -2.731 -0.224 -0.034 -0.068 0.053 -0.27
C -5.062 -1.748 -0.221 0.017 -0.015 0.006 -0.11
C -4.839 -0.517 -0.847 -0.118 0.023 0.039 -0.24
C -3.637 -0.288 -1.458 0.129 0.010 -0.067 -0.15
C -2.623 -1.270 -1.468 -0.141 -0.079 0.079 -0.23
C -1.358 -0.920 -2.068 0.232 -0.193 -0.021 0.58
O -1.091 0.269 -2.419 0.181 0.179 -0.027 -0.61
N -0.421 -1.907 -2.285 -0.300 0.023 0.072 -0.29
N 0.762 -1.436 -2.534 0.252 0.307 -0.156 -0.36
C 1.683 -2.395 -2.850 0.025 -0.033 0.039 -0.13
S 3.266 -1.901 -3.189 -0.004 -0.090 -0.003 0.54
C 3.791 -3.541 -3.785 0.022 0.052 -0.001 -0.53
C 3.015 -4.591 -3.020 -0.076 -0.016 0.021 -0.53
S 1.282 -4.042 -2.898 0.051 -0.028 -0.018 0.51
H -1.222 -3.331 -1.356 -0.015 0.025 -0.031 0.50
H -4.266 -3.690 0.246 -0.011 0.011 0.000 0.25
H -6.011 -1.939 0.263 0.007 -0.007 -0.002 0.24
H -5.613 0.237 -0.860 0.009 -0.005 -0.003 0.24
H -3.448 0.647 -1.968 0.002 0.013 0.015 0.23
H 4.862 -3.631 -3.616 0.002 0.014 -0.012 0.28
H 3.590 -3.574 -4.856 -0.001 0.000 -0.002 0.26
H 3.387 -4.725 -2.004 0.011 -0.003 -0.001 0.25
H 3.023 -5.549 -3.535 0.002 -0.001 0.007 0.28
O 0.940 1.267 -0.347 -0.006 0.090 -0.205 -0.94
S 0.112 0.280 0.493 -0.043 -0.142 0.237 1.21
C -1.260 1.229 1.213 0.007 0.028 -0.028 -0.60
C -0.841 2.495 1.891 0.041 0.045 0.004 -0.10
C -0.506 3.618 1.140 -0.008 -0.008 -0.037 -0.19
C -0.115 4.791 1.767 -0.006 -0.016 -0.011 -0.20
C -0.060 4.852 3.153 0.004 -0.011 0.013 -0.18
C -0.407 3.741 3.908 0.005 0.010 0.016 -0.21
C -0.795 2.566 3.280 -0.011 -0.023 -0.003 -0.15
C 1.145 -0.047 1.937 0.009 0.000 -0.064 -0.61
C 0.444 -1.013 2.854 -0.053 -0.023 -0.020 0.00
C -0.042 -2.227 2.370 0.003 0.008 -0.006 -0.24
C -0.698 -3.106 3.218 0.004 -0.010 -0.021 -0.19
C -0.863 -2.785 4.558 -0.005 0.004 0.012 -0.19
C -0.370 -1.584 5.049 0.005 0.003 -0.003 -0.18
C 0.274 -0.697 4.198 0.019 0.007 -0.002 -0.24
H -1.751 0.524 1.888 0.016 -0.019 -0.021 0.27
H -1.923 1.400 0.363 -0.020 -0.005 -0.036 0.26
H -0.577 3.576 0.059 0.004 0.015 0.003 0.20
H 0.130 5.666 1.179 -0.006 -0.007 -0.003 0.23
H 0.235 5.769 3.643 -0.002 -0.004 0.001 0.23
H -0.389 3.793 4.989 0.002 -0.001 -0.006 0.23
H -1.088 1.707 3.872 -0.009 0.016 -0.006 0.21
H 1.361 0.912 2.408 0.000 -0.002 0.003 0.27
H 2.064 -0.451 1.509 0.016 0.001 0.013 0.25
H 0.093 -2.492 1.326 -0.011 -0.011 0.019 0.20
H -1.073 -4.046 2.835 0.003 0.010 -0.008 0.23
H -1.368 -3.474 5.222 0.004 0.006 -0.004 0.23
H -0.486 -1.338 6.096 0.002 0.001 -0.007 0.23
H 0.664 0.237 4.584 0.004 -0.008 0.004 0.22
```
Forces are in eV/Å.

## Properties
* HOMO energy: -13.41 eV
* ΔE to the lowest compared entry with this formula, charge and spin: 11.98 kcal/mol
* total charge: +2
* strongest force on any atom: 0.0083 hartree/bohr
* lowest unoccupied orbital energy: -9.0 eV
* spin multiplicity: 1
* orbital gap: 0.162 hartree